C17H29N3PdS2Si2 | wB97M-V/def2-TZVPD

Structure (XYZ):
```
54
Properties=species:S:1:pos:R:3
Pd -0.028 -0.262 0.008
C 3.321 -2.284 -4.183
Si 2.903 -3.745 -3.083
C 2.912 -5.314 -4.117
C 4.148 -3.920 -1.689
C 1.164 -3.541 -2.369
C 0.154 -4.461 -2.640
C -1.130 -4.307 -2.132
C -1.390 -3.202 -1.343
N -0.449 -2.308 -1.062
C 0.790 -2.469 -1.554
S 1.855 -1.163 -1.027
H 4.316 -2.409 -4.618
H 3.306 -1.347 -3.627
H 2.607 -2.199 -5.004
H 3.910 -5.462 -4.533
H 2.214 -5.260 -4.954
H 2.670 -6.202 -3.529
H 5.146 -4.098 -2.095
H 3.896 -4.762 -1.041
H 4.186 -3.022 -1.074
H 0.363 -5.321 -3.265
H -1.911 -5.023 -2.345
H -2.370 -3.019 -0.920
C -3.325 4.668 -0.006
Si -1.845 4.306 -1.108
C -2.346 4.342 -2.919
C -0.508 5.594 -0.800
C -1.199 2.639 -0.700
C -0.852 1.490 -0.465
H -3.724 5.668 -0.190
H -3.050 4.604 1.048
H -4.123 3.946 -0.185
H -2.715 5.326 -3.217
H -3.135 3.612 -3.110
H -1.498 4.090 -3.557
H -0.873 6.596 -1.035
H 0.372 5.403 -1.417
H -0.190 5.592 0.245
S -0.140 -0.216 2.539
C 1.177 0.842 2.314
N 2.435 0.387 2.369
C 3.574 1.140 1.854
C 3.336 2.624 2.079
C 1.986 3.003 1.497
N 0.964 2.142 2.076
H 2.510 -0.615 2.438
H 3.697 0.931 0.786
H 4.472 0.801 2.369
H 4.128 3.202 1.605
H 3.349 2.842 3.148
H 1.981 2.891 0.407
H 1.732 4.037 1.727
H -0.002 2.364 1.873
```

Computed properties:
* M: 502.17 g mol⁻¹
* 2S+1: 3
* DFT total energy: -63476.2051 eV
* strongest force on any atom: 0.77 eV/A

Results of the Löwdin charge analysis, in e, for atoms 1 through 6:
1. Pd 0.507
2. C -0.180
3. Si 0.510
4. C -0.189
5. C -0.183
6. C -0.245